(1)
Density functional theory data (ωB97M-V with the def2-TZVPD basis set) for C35H39HgN14O2SSi as an isolated structure.

```
93
C35H39HgN14O2SSi ωB97M-V with the def2-TZVPD basis set
Hg -1.01735 1.10345 0.66307
C -0.34499 -2.24851 5.44304
N -0.98980 -1.68876 4.26555
C -0.51305 -0.77612 3.41884
N -1.33649 -0.63692 2.40268
C -2.34744 -1.49578 2.69705
N -2.16890 -2.17218 3.80894
C 1.00991 -2.84708 5.13038
C 1.95170 -2.95959 6.14527
C 3.20744 -3.48989 5.88584
C 3.54486 -3.89209 4.60364
C 2.60501 -3.78040 3.58633
C 1.33900 -3.27472 3.85033
C 2.98280 -4.16505 2.21958
N 4.11266 -4.60317 1.80098
N 3.97273 -4.77949 0.41975
C 2.76872 -4.43313 0.13652
O 2.07041 -4.03053 1.22827
C 2.09715 -4.42494 -1.16721
C 2.82462 -4.72883 -2.31458
C 2.18747 -4.71734 -3.54219
C 0.83443 -4.40658 -3.62755
C 0.10655 -4.10803 -2.48566
C -1.36475 -3.77722 -2.57226
N -1.66459 -2.43948 -2.08331
C -1.77797 -1.99640 -0.83072
N -1.94553 -0.69143 -0.83055
C -1.93177 -0.37237 -2.15289
N -1.76017 -1.40214 -2.94870
C 0.75002 -4.11714 -1.25446
H -1.03645 -2.99479 5.83036
H -0.23950 -1.46643 6.19519
H 0.41852 -0.25470 3.55839
H -3.21568 -1.62841 2.07190
H 1.70625 -2.62382 7.14646
H 3.93378 -3.56995 6.68338
H 4.52672 -4.28525 4.37779
H 0.62052 -3.20092 3.04359
H 3.87713 -4.96263 -2.22951
H 2.74585 -4.94304 -4.44051
H 0.34603 -4.38553 -4.59431
H -1.96169 -4.48978 -2.00189
H -1.70059 -3.79796 -3.60572
H -1.72330 -2.63372 0.03716
H -2.04540 0.64010 -2.51144
H 0.20329 -3.88945 -0.34767
N 1.44719 1.76044 2.03439
N 1.37729 2.62492 3.12865
C 0.17024 3.13870 3.49993
N 0.22990 3.95694 4.57934
S -1.28533 2.87362 2.73300
H 2.20741 1.10454 2.15059
H 1.52814 2.21997 1.12968
H 2.18821 3.19424 3.33882
H 1.10397 4.37532 4.85652
H -0.59956 4.49724 4.76208
C -5.00479 2.96920 0.40960
C -3.99417 2.02430 0.45258
N -2.79099 2.28635 -0.12662
C -2.60540 3.40890 -0.78914
C -3.59587 4.40880 -0.95156
C -4.81146 4.15982 -0.26515
C -3.32227 5.60502 -1.66182
C -2.52361 5.80679 -2.78658
C -2.04059 4.89929 -3.75729
C -1.29295 5.38333 -4.86884
C -0.93296 4.51656 -5.85369
N -1.26197 3.20207 -5.84562
C -1.95210 2.84082 -4.77407
N -2.34662 3.56540 -3.73650
H -5.94835 2.75708 0.89606
H -4.10615 1.07180 0.95125
H -1.62663 3.55818 -1.22247
H -5.60430 4.89651 -0.31387
H -3.82555 6.48652 -1.27225
H -2.34319 6.84494 -3.04647
H -1.02672 6.43132 -4.92957
H -0.36500 4.86068 -6.71194
H -2.23702 1.78951 -4.74387
C 2.09961 -0.84721 -2.28833
Si 1.86767 0.89424 -1.63601
C 3.53682 1.48321 -1.00890
C 1.36167 1.99576 -3.04694
O 0.80874 0.90969 -0.42041
H 2.93883 -0.90411 -2.98760
H 1.20254 -1.18524 -2.81687
H 2.29435 -1.55009 -1.47171
H 4.28579 1.44664 -1.80508
H 3.90184 0.85796 -0.18756
H 3.48797 2.51870 -0.65747
H 2.14277 2.06786 -3.80885
H 1.14121 3.00863 -2.69706
H 0.46325 1.62302 -3.54155
```

Results
expectation value of S² = 0.78
E_HOMO (spin up / spin down) = -4.09 / -6.71 eV
spin multiplicity = 2
orbital gap (spin up / spin down) = 3.7 / 6.3 eV

Taken from the Mulliken analysis, the atomic charges in e are: number 1, Hg, carries 3.2956; number 2, C, carries -1.0709; number 3, N, carries 0.9502; number 4, C, carries -0.7373; number 5, N, carries 0.1318; number 6, C, carries -0.7562; number 7, N, carries -1.0596; number 8, C, carries 0.7688; number 9, C, carries -0.9305; number 10, C, carries -0.6918; number 11, C, carries -0.8543; number 12, C, carries 0.0349; number 13, C, carries -0.1567; number 14, C, carries 0.5631; number 15, N, carries -0.4685; number 16, N, carries -0.5188; number 17, C, carries 0.6386; number 18, O, carries -0.1756; number 19, C, carries -0.0636; number 20, C, carries -0.9914; number 21, C, carries -0.7683; number 22, C, carries -0.7745; number 23, C, carries 1.1770; number 24, C, carries -1.4703; number 25, N, carries 0.9140; number 26, C, carries -0.3170; number 27, N, carries -0.0188; number 28, C, carries -0.7091; number 29, N, carries -0.9350; number 30, C, carries 0.2925; number 31, H, carries 0.3351; number 32, H, carries 0.4425; number 33, H, carries 0.5225; number 34, H, carries 0.5629; number 35, H, carries 0.4640; number 36, H, carries 0.3943; number 37, H, carries 0.5350; number 38, H, carries 0.8044; number 39, H, carries 0.5306; number 40, H, carries 0.4119; number 41, H, carries 0.4157; number 42, H, carries 0.3446; number 43, H, carries 0.3985; number 44, H, carries 0.5398; number 45, H, carries 0.4973; number 46, H, carries 0.3585; number 47, N, carries -0.2380; number 48, N, carries -0.3903; number 49, C, carries 0.4811; number 50, N, carries -0.4821; number 51, S, carries -0.3892; number 52, H, carries 0.2723; number 53, H, carries 0.2279; number 54, H, carries 0.2407; number 55, H, carries 0.2042; number 56, H, carries 0.2431; number 57, C, carries -0.7276; number 58, C, carries -0.4499; number 59, N, carries -0.2067; number 60, C, carries -0.2909; number 61, C, carries 0.5259; number 62, C, carries -0.6639; number 63, C, carries -0.8906; number 64, C, carries -0.6986; number 65, C, carries 0.9338; number 66, C, carries -0.7801; number 67, C, carries -0.1983; number 68, N, carries -0.7012; number 69, C, carries -0.2884; number 70, N, carries -0.3012; number 71, H, carries 0.3976; number 72, H, carries 0.3919; number 73, H, carries 0.6185; number 74, H, carries 0.4255; number 75, H, carries 0.3214; number 76, H, carries 0.2342; number 77, H, carries 0.3329; number 78, H, carries 0.4041; number 79, H, carries 0.5476; number 80, C, carries -0.5133; number 81, Si, carries 0.0327; number 82, C, carries -1.2481; number 83, C, carries -0.9288; number 84, O, carries -1.7328; number 85, H, carries 0.5000; number 86, H, carries 0.1806; number 87, H, carries -0.1135; number 88, H, carries 0.3714; number 89, H, carries 0.2843; number 90, H, carries 0.3063; number 91, H, carries 0.4717; number 92, H, carries 0.2598; number 93, H, carries 0.1678



(2)
Density functional theory data (ωB97M-V with the def2-TZVPD basis set) for C18H8F5N3NiO2S as an isolated structure.

```
38
C18H8F5N3NiO2S ωB97M-V with the def2-TZVPD basis set
Ni -0.13763 -0.10627 -0.07525
O -1.72585 3.24082 -1.53542
C -1.12172 2.23574 -1.25192
N -1.20330 1.45271 -0.12940
C -1.98673 1.72168 0.96308
O -2.76425 2.62517 1.14946
C -1.74107 0.66451 2.02037
C -2.36271 0.70693 3.25146
C -2.06124 -0.27814 4.17745
C -1.15436 -1.27032 3.83742
C -0.58246 -1.25641 2.57774
N -0.87271 -0.30348 1.69109
C -0.08450 1.65043 -2.18861
C 0.26454 2.27214 -3.36986
C 1.24697 1.69240 -4.15572
C 1.83771 0.51029 -3.73616
C 1.42471 -0.06347 -2.54687
N 0.48389 0.50262 -1.78995
H -3.05703 1.51168 3.44731
H -2.52648 -0.27279 5.15414
H -0.89291 -2.05679 4.53041
H 0.10316 -2.02433 2.24997
H -0.23920 3.19132 -3.63338
H 1.55061 2.15687 -5.08442
H 2.60512 0.02475 -4.32135
H 1.82588 -1.00150 -2.19116
F 5.73684 -3.75272 1.37765
C 4.51344 -3.40494 0.97981
C 4.07639 -2.10032 1.10722
F 4.88123 -1.17575 1.63223
C 2.80248 -1.75688 0.68877
F 2.46155 -0.46147 0.85162
C 1.90641 -2.66880 0.13100
S 0.27423 -2.31928 -0.42671
C 2.39283 -3.97481 0.02262
F 1.61036 -4.92369 -0.49929
C 3.65902 -4.34547 0.43181
F 4.06545 -5.60900 0.30185
```

Results
E_HOMO = -8.14 eV
energy above the lowest of the compared OMol25 structures with the same formula, charge and spin = 0.0 kJ/mol
orbital gap = 7.6 eV

Taken from the Mulliken analysis, the atomic charges in e are: number 1, Ni, carries -0.7805; number 2, O, carries -0.6395; number 3, C, carries -0.0795; number 4, N, carries -0.0270; number 5, C, carries -0.0904; number 6, O, carries -0.6406; number 7, C, carries 0.6458; number 8, C, carries -0.5442; number 9, C, carries -0.2120; number 10, C, carries -0.8249; number 11, C, carries 0.3483; number 12, N, carries 0.3041; number 13, C, carries 0.6387; number 14, C, carries -0.5452; number 15, C, carries -0.2112; number 16, C, carries -0.8270; number 17, C, carries 0.3480; number 18, N, carries 0.3019; number 19, H, carries 0.4889; number 20, H, carries 0.4329; number 21, H, carries 0.4158; number 22, H, carries 0.2866; number 23, H, carries 0.4868; number 24, H, carries 0.4330; number 25, H, carries 0.4144; number 26, H, carries 0.2940; number 27, F, carries -0.2965; number 28, C, carries 0.6516; number 29, C, carries 0.0128; number 30, F, carries -0.3037; number 31, C, carries 0.1800; number 32, F, carries -0.3684; number 33, C, carries 0.4710; number 34, S, carries -0.2440; number 35, C, carries -0.0291; number 36, F, carries -0.3344; number 37, C, carries 0.1371; number 38, F, carries -0.2933



(3)
Density functional theory data (ωB97M-V with the def2-TZVPD basis set) for C21H23N2OPtS3Si as an isolated structure at a distorted geometry.

```
52
C21H23N2OPtS3Si ωB97M-V with the def2-TZVPD basis set
Pt -1.68149 -2.39497 0.74408
S -6.14705 -1.92982 -0.41826
C -4.77637 -2.12272 0.44452
S -3.40624 -1.13890 0.14437
S -3.79671 -2.86857 1.62168
N 0.33294 -2.89475 0.92394
C 0.76593 -4.25671 0.48735
C -0.45197 -5.17094 0.41867
N -1.74966 -4.42798 0.16574
H 0.76885 -2.13965 0.36813
H 0.56684 -2.72574 1.89655
H 1.44109 -4.71148 1.22200
H 1.32520 -4.19695 -0.51935
H -0.57869 -5.69808 1.38719
H -0.38124 -5.91605 -0.41166
H -2.50656 -4.88410 0.63151
H -1.95164 -4.38147 -0.83165
O -0.84508 -0.41806 0.53964
Si -0.05074 0.97671 0.07512
C 1.33871 1.25271 1.23565
C 2.11706 2.40818 0.96735
C 3.29593 2.57664 1.67616
C 3.64448 1.69015 2.65772
C 2.91817 0.51230 2.87031
C 1.73353 0.30462 2.16204
C 0.66567 0.61093 -1.59599
C -0.11069 -0.12739 -2.49251
C 0.38877 -0.52791 -3.71675
C 1.69984 -0.22007 -4.04203
C 2.55613 0.41125 -3.11641
C 1.99713 0.88972 -1.94378
C -0.94814 2.65753 0.05842
C -1.15584 3.30809 1.27035
C -2.04302 4.37694 1.33912
C -2.62848 4.92710 0.20642
C -2.31155 4.38086 -1.01810
C -1.51429 3.24432 -1.07857
H 1.80111 3.14596 0.25008
H 3.93896 3.44527 1.48560
H 4.50813 1.86618 3.30333
H 3.25978 -0.25630 3.59533
H 1.12173 -0.56081 2.34718
H -1.11294 -0.42305 -2.21651
H -0.23618 -1.07393 -4.41929
H 2.07576 -0.43912 -5.03934
H 3.66142 0.44963 -3.28128
H 2.63664 1.43657 -1.23516
H -0.55047 3.00582 2.14631
H -2.21542 4.80928 2.33802
H -3.35353 5.72294 0.34089
H -2.68556 4.79251 -1.93817
H -1.37028 2.70333 -2.00596
```

Results
expectation value of S² = 2.01
E_HOMO (spin up / spin down) = -1.51 / -3.50 eV
spin multiplicity = 3
energy above the lowest of the compared OMol25 structures with the same formula, charge and spin = 247.9 kJ/mol
orbital gap (spin up / spin down) = 3.6 / 5.6 eV
charge = -1

Taken from the Mulliken analysis, the atomic charges in e are: number 1, Pt, carries 0.2593; number 2, S, carries -0.4051; number 3, C, carries 0.1156; number 4, S, carries -0.2901; number 5, S, carries -0.5663; number 6, N, carries -0.4011; number 7, C, carries -0.4254; number 8, C, carries -0.4639; number 9, N, carries -0.5888; number 10, H, carries 0.0512; number 11, H, carries 0.3214; number 12, H, carries 0.2728; number 13, H, carries 0.2900; number 14, H, carries 0.2852; number 15, H, carries 0.2974; number 16, H, carries 0.3126; number 17, H, carries 0.2610; number 18, O, carries -0.1952; number 19, Si, carries -0.2594; number 20, C, carries 0.4947; number 21, C, carries -0.5617; number 22, C, carries -0.7203; number 23, C, carries -0.4289; number 24, C, carries -0.3707; number 25, C, carries -0.5134; number 26, C, carries 0.3835; number 27, C, carries 0.0298; number 28, C, carries -0.7549; number 29, C, carries -0.3505; number 30, C, carries -0.7246; number 31, C, carries -0.1696; number 32, C, carries 0.4328; number 33, C, carries -0.1217; number 34, C, carries -0.5361; number 35, C, carries -0.4236; number 36, C, carries -0.6139; number 37, C, carries -0.2048; number 38, H, carries 0.6225; number 39, H, carries 0.3401; number 40, H, carries 0.3401; number 41, H, carries 0.3237; number 42, H, carries 0.3425; number 43, H, carries 0.3338; number 44, H, carries 0.4083; number 45, H, carries 0.3398; number 46, H, carries 0.3267; number 47, H, carries 0.2653; number 48, H, carries 0.2710; number 49, H, carries 0.3017; number 50, H, carries 0.3556; number 51, H, carries 0.3813; number 52, H, carries 0.3299